# 1
# C4H8N2

A cluster of 3 separate species, C4H8N2 in total at a distorted geometry (the ωB97M-V functional and the def2-TZVPD basis, the OMol25 dataset).

Results
Lowest unoccupied orbital energy in eV: 0.5
HOMO in hartree: -0.313
Orbital gap in eV: 9.03

ORCA input file:
```
! RIJCOSX wB97M-V def2-TZVPD def2/J DEFGRID3
* xyz 0 1
C -1.72666 -0.34750 -0.04840
N -0.65612 -0.37377 0.77354
C 0.58635 -0.08868 0.25495
C 0.79117 1.21231 -0.48704
C 1.67764 -0.55330 1.06760
N 2.56260 -0.96857 1.69358
H -1.88094 0.53767 -0.65403
H -2.62150 -0.84678 0.30749
H -0.75406 -1.07987 -1.23324
H -0.65932 -1.11755 1.46135
H 0.12269 -1.00461 -1.09404
H 1.80029 1.24033 -0.90506
H 0.08859 1.31698 -1.31887
H 0.66929 2.07335 0.18217
*
```

=====

# 2
# C4H8N2

An isolated molecule of C4H8N2 at a distorted geometry (the ωB97M-V functional and the def2-TZVPD basis, the OMol25 dataset).

Results
Structure (SMILES): CCNCC#N
Lowest unoccupied orbital energy in eV: 1.0
HOMO in hartree: -0.352
Orbital gap in eV: 10.56

ORCA input file:
```
! RIJCOSX wB97M-V def2-TZVPD def2/J DEFGRID3
* xyz 0 1
C 1.78927 -0.02077 0.50230
C 0.61707 0.77390 -0.06004
N -0.19316 -0.01507 -0.99601
C -1.59692 -0.11310 -0.67242
C -1.87619 -0.74333 0.64391
N -2.03709 -1.25374 1.66919
H 2.42299 -0.40712 -0.30436
H 1.43860 -0.86836 1.10177
H 2.41227 0.61199 1.14229
H -0.00697 1.11995 0.77537
H 0.98881 1.67031 -0.57286
H 0.19946 -0.94239 -1.11099
H -2.11044 -0.69706 -1.44283
H -2.04769 0.88480 -0.67531
*
```

=====

# 3
# C4H8N2O

A structure of composition C4H8N2O at a distorted geometry (the ωB97M-V functional and the def2-TZVPD basis, the OMol25 dataset).

Results
Lowest unoccupied orbital energy (alpha / beta) in eV: -1.0 / -1.1
HOMO (alpha / beta) in hartree: -0.270 / -0.259
Orbital gap (alpha / beta) in eV: 6.37 / 5.96

ORCA input file:
```
! RIJCOSX wB97M-V def2-TZVPD def2/J DEFGRID3
* xyz 0 1
C -1.21819 1.25289 -0.73150
C 0.71779 0.11145 1.46128
N 0.43538 -0.04316 0.04206
N 1.52979 -0.32734 -0.74513
O -0.32278 2.03764 -0.20833
C -0.84763 -0.61415 -0.32482
C -1.37977 -1.72556 -0.43115
H 1.34540 -0.17076 -1.72927
H 2.34110 -0.72310 -0.28219
H -1.23617 1.21900 -1.83218
H -2.20794 1.24642 -0.24948
H 1.28277 1.03971 1.56338
H -0.21848 0.24159 1.99594
H 1.24611 -0.76277 1.84865
H -1.46738 -2.78187 -0.37725
*
```

=====

# 4
# C4H8N2O

An isolated molecule of C4H8N2O at a distorted geometry (the ωB97M-V functional and the def2-TZVPD basis, the OMol25 dataset).

Results
Lowest unoccupied orbital energy (alpha / beta) in eV: -0.9 / -0.9
HOMO (alpha / beta) in hartree: -0.263 / -0.263
Orbital gap (alpha / beta) in eV: 6.25 / 6.26

ORCA input file:
```
! RIJCOSX wB97M-V def2-TZVPD def2/J DEFGRID3
* xyz 0 1
C 1.32969 0.79251 -1.52076
C 2.13997 0.02714 -0.75314
C -0.14981 0.77436 -1.19127
C -1.13751 -0.45454 2.07016
N -0.26144 0.63952 0.14783
N -1.00768 -0.30219 0.58061
O 1.89578 -0.64295 0.28747
H 1.71434 1.56534 -2.19733
H 3.21357 0.15428 -1.20257
H -0.44354 1.85309 -1.56019
H -0.73368 -0.11866 -1.81195
H -0.27864 -0.16872 2.57374
H -2.07087 -0.04670 2.49063
H -1.12470 -1.57902 2.22936
H -1.22552 -1.14493 0.01178
*
```

=====

# 5
# C4H8N2O

A cluster of 2 separate species, C4H8N2O in total at a distorted geometry (the ωB97M-V functional and the def2-TZVPD basis, the OMol25 dataset).

Results
Structure (SMILES): CC(C)=O.N=C=N
Lowest unoccupied orbital energy in eV: 0.8
HOMO in hartree: -0.353
Orbital gap in eV: 10.46

ORCA input file:
```
! RIJCOSX wB97M-V def2-TZVPD def2/J DEFGRID3
* xyz 0 1
C 2.12023 -0.33360 -0.38900
C -1.35026 -0.18046 1.34079
C -0.85862 0.17211 -1.11459
C -0.88831 0.79258 0.32863
N 1.87313 -1.53966 -0.37489
N 2.25726 0.84855 -0.45747
O -0.79030 1.99841 0.40862
H -2.37635 -0.50278 1.11711
H -0.61693 -1.00519 1.49172
H -1.49365 0.24476 2.30680
H -1.73449 -0.40259 -1.36309
H -0.00558 -0.53843 -0.97789
H -0.59821 0.93850 -1.75294
H 2.71109 -2.10507 -0.37023
H 1.75100 1.61286 -0.19359
*
```

=====

# 6
# C4H8N2O

An isolated molecule of C4H8N2O at a distorted geometry (the ωB97M-V functional and the def2-TZVPD basis, the OMol25 dataset).

Results
Structure (SMILES): C=C=C[N@@+](C)(N)[O-]
Lowest unoccupied orbital energy in eV: 0.8
HOMO in hartree: -0.316
Orbital gap in eV: 9.40

ORCA input file:
```
! RIJCOSX wB97M-V def2-TZVPD def2/J DEFGRID3
* xyz 0 1
C -0.44952 0.61987 -0.86386
C -1.54360 0.06072 -0.41443
C 0.60175 -0.70200 0.82302
C -2.39803 -0.38172 0.42020
N 1.73300 0.09281 -1.05192
N 0.72221 0.47694 -0.03888
O 0.97339 1.65284 0.48326
H -0.34838 1.39966 -1.70582
H -0.19474 -0.59402 1.61437
H 0.47262 -1.50766 0.09413
H 1.54349 -0.85726 1.37992
H -2.95263 -1.29246 0.37059
H -2.53800 0.23769 1.27886
H 2.56732 -0.06295 -0.57978
H 1.81112 0.85754 -1.80963
*
```

=====

# 7
# C4H8N2O

An isolated molecule of C4H8N2O at a distorted geometry (the ωB97M-V functional and the def2-TZVPD basis, the OMol25 dataset).

Results
Structure (SMILES): C[C@H]1C[C@@H]1NN=O
Lowest unoccupied orbital energy in eV: 0.9
HOMO in hartree: -0.338
Orbital gap in eV: 10.13

ORCA input file:
```
! RIJCOSX wB97M-V def2-TZVPD def2/J DEFGRID3
* xyz 0 1
C 0.38278 -1.28144 0.25955
C 0.62831 -0.08312 -0.51594
C -0.34184 0.01891 0.61184
C 1.82418 0.76284 -0.53707
N -2.53140 0.38247 -0.50421
N -1.87633 0.08167 0.57122
O -3.76210 0.40153 -0.37693
H 0.00823 -2.24184 -0.14903
H 1.14987 -1.51032 1.12267
H 0.28930 0.05595 -1.51262
H 0.11607 0.60660 1.45499
H 2.44785 0.74914 0.38278
H 1.52318 1.76476 -0.94719
H 2.56361 0.35775 -1.31353
H -2.42169 -0.06491 1.45347
*
```

=====

# 8
# C4H8N2O

A cluster of 2 separate species, C4H8N2O in total at a distorted geometry (the ωB97M-V functional and the def2-TZVPD basis, the OMol25 dataset).

Results
Structure (SMILES): CN/C=C\O.C#N
Lowest unoccupied orbital energy in eV: 0.8
HOMO in hartree: -0.295
Orbital gap in eV: 8.85

ORCA input file:
```
! RIJCOSX wB97M-V def2-TZVPD def2/J DEFGRID3
* xyz 0 1
C -1.81053 0.82369 0.64788
N -0.40957 0.58823 0.97159
C 0.39354 0.25247 -0.13670
C 1.70190 -0.00378 0.00945
O 2.38845 0.38697 1.12277
C 0.17162 -1.81383 -1.86646
N -0.81296 -2.37511 -1.65180
H -2.28358 -0.00457 0.09385
H -2.36536 0.98038 1.57596
H -1.89518 1.73189 0.04509
H -0.33607 -0.17347 1.64130
H -0.10299 0.26286 -1.09935
H 1.07387 -1.27094 -2.06639
H 2.31126 -0.61746 -0.65147
H 1.97562 1.23269 1.36427
*
```

=====

# 9
# C4H8N2O

A cluster of 2 separate species, C4H8N2O in total at a distorted geometry (the ωB97M-V functional and the def2-TZVPD basis, the OMol25 dataset).

Results
Lowest unoccupied orbital energy in eV: 0.3
HOMO in hartree: -0.297
Orbital gap in eV: 8.39

ORCA input file:
```
! RIJCOSX wB97M-V def2-TZVPD def2/J DEFGRID3
* xyz 0 1
C -1.47780 -1.51603 0.63364
C -0.40097 0.34219 -1.62726
C 0.16319 0.80046 -0.39710
C 1.59714 1.20340 -0.07671
N -0.00638 -0.59297 -0.63640
N -0.76091 -1.53687 1.71600
O -2.54331 -1.79178 0.22004
H -1.45985 0.36114 -1.70451
H 0.21326 0.51605 -2.57696
H -0.52605 1.32031 0.29112
H 1.90562 1.93329 -0.84135
H 2.34940 0.38159 0.00592
H 1.82710 1.77796 0.84905
H 0.14503 -1.11695 1.50677
H -1.02545 -2.08176 2.63775
*
```

=====

# 10
# C4H8N2O

A cluster of 2 separate species, C4H8N2O in total at a distorted geometry (the ωB97M-V functional and the def2-TZVPD basis, the OMol25 dataset).

Results
Structure (SMILES): Cc1c[nH]cn1.O
Lowest unoccupied orbital energy in eV: 0.9
HOMO in hartree: -0.323
Orbital gap in eV: 9.64

ORCA input file:
```
! RIJCOSX wB97M-V def2-TZVPD def2/J DEFGRID3
* xyz 0 1
C 1.75887 -0.40861 1.26576
C 0.90883 -0.07732 0.07657
C 0.46232 1.15352 -0.27741
N -0.31086 0.96552 -1.39655
C -0.34489 -0.36131 -1.62341
N 0.39659 -1.01727 -0.77138
H 1.87869 -1.46164 1.51090
H 2.75410 0.03849 1.17562
H 1.29123 0.08094 2.11338
H 0.73101 2.10016 0.12730
H -1.04476 1.56629 -1.74154
H -0.93741 -0.79125 -2.41809
H -1.59773 -0.46683 1.30962
H -2.77458 -0.96875 2.05540
O -2.28927 -0.13657 1.90318
*
```

=====

# 11
# C4H8N2O

An isolated molecule of C4H8N2O at a distorted geometry (the ωB97M-V functional and the def2-TZVPD basis, the OMol25 dataset).

Results
Structure (SMILES): C=C(C)/N=C/NO
Lowest unoccupied orbital energy in eV: 0.9
HOMO in hartree: -0.317
Orbital gap in eV: 9.50

ORCA input file:
```
! RIJCOSX wB97M-V def2-TZVPD def2/J DEFGRID3
* xyz 0 1
C -2.25794 -0.88966 0.11702
C -1.15422 0.13247 -0.19879
C -1.24852 1.44251 -0.09324
C 1.09226 0.03037 -0.08208
H -1.93967 -1.35624 1.07762
H -2.22005 -1.71564 -0.59114
H -3.23608 -0.44188 0.14981
H -0.46176 2.08343 -0.32630
H -2.19940 1.87014 0.10449
H 1.27924 1.04416 0.31847
H 2.58056 -1.36352 -0.74391
H 3.98648 0.03072 0.67781
N 0.03310 -0.55433 -0.36731
N 2.35644 -0.64567 -0.00182
O 3.38956 0.33315 -0.04064
*
```

=====

# 12
# C4H8N2O

A cluster of 2 separate species, C4H8N2O in total at a distorted geometry (the ωB97M-V functional and the def2-TZVPD basis, the OMol25 dataset).

Results
Lowest unoccupied orbital energy (alpha / beta) in eV: -0.4 / -0.4
HOMO (alpha / beta) in hartree: -0.311 / -0.311
Orbital gap (alpha / beta) in eV: 8.08 / 8.08

ORCA input file:
```
! RIJCOSX wB97M-V def2-TZVPD def2/J DEFGRID3
* xyz 0 1
C 0.25764 -1.87958 0.06088
C -2.11443 0.17176 -0.08051
N 0.27262 -0.44966 0.15662
C -0.62610 0.42176 -0.13604
C 2.26711 1.66736 0.18983
N 1.60807 1.07284 -0.69055
O -0.22815 1.58721 -0.49148
H 0.07844 -2.24806 -0.95480
H 1.23015 -2.25077 0.39149
H -0.50131 -2.30903 0.72851
H -2.34729 -0.74528 0.45881
H -2.60706 1.02185 0.38722
H -2.49397 0.08261 -1.10022
H 1.90844 1.95543 1.17480
H 3.29582 1.90155 -0.09455
*
```

=====

# 13
# C4H8N2O

An isolated molecule of C4H8N2O at a distorted geometry (the ωB97M-V functional and the def2-TZVPD basis, the OMol25 dataset).

Results
Structure (SMILES): CNN1CC=CO1
Lowest unoccupied orbital energy in eV: 1.1
HOMO in hartree: -0.304
Orbital gap in eV: 9.39

ORCA input file:
```
! RIJCOSX wB97M-V def2-TZVPD def2/J DEFGRID3
* xyz 0 1
C 0.14099 0.89711 2.14354
C -0.40660 -0.28086 2.22533
C -0.13279 1.41629 0.76319
C -0.17280 -0.99400 -2.16347
N -0.48723 0.20742 -0.01473
N 0.31700 -0.37442 -0.90326
O -0.98654 -0.67282 0.99899
H 0.73939 1.50054 2.86001
H -0.52851 -0.97906 3.06823
H -1.01296 2.20110 0.75572
H 0.65153 2.00984 0.22856
H -1.02721 -0.43835 -2.59556
H 0.66200 -0.84782 -2.69920
H -0.45727 -2.06424 -2.02754
H 1.17830 -0.85230 -0.45693
*
```

=====

# 14
# C4H8N2O

An isolated molecule of C4H8N2O (the ωB97M-V functional and the def2-TZVPD basis, the OMol25 dataset).

Results
Structure (SMILES): C[C@H]1NC/C1=N\O
Lowest unoccupied orbital energy in eV: 0.9
HOMO in hartree: -0.342
Orbital gap in eV: 10.25

ORCA input file:
```
! RIJCOSX wB97M-V def2-TZVPD def2/J DEFGRID3
* xyz 0 1
C -1.94637 -0.59580 -0.01889
C -0.65414 0.06890 -0.45392
N -0.48862 1.47475 0.03185
C 0.78418 1.15520 0.74168
C 0.67402 -0.25055 0.16264
N 1.32925 -1.23160 -0.29488
O 2.63947 -1.35031 0.11954
H -2.72390 -0.37706 -0.75858
H -2.28448 -0.22849 0.95418
H -1.81788 -1.68241 0.01766
H -0.48796 -0.16845 -1.51193
H -0.36274 2.16114 -0.70440
H 0.68240 1.25357 1.82979
H 1.66391 1.73109 0.42791
H 2.99285 -1.95999 -0.54265
*
```

=====

# 15
# C4H8N2O

An isolated molecule of C4H8N2O at a distorted geometry (the ωB97M-V functional and the def2-TZVPD basis, the OMol25 dataset).

Results
Structure (SMILES): [H]/N=C\NOCC=C
Lowest unoccupied orbital energy in eV: 0.9
HOMO in hartree: -0.356
Orbital gap in eV: 10.58

ORCA input file:
```
! RIJCOSX wB97M-V def2-TZVPD def2/J DEFGRID3
* xyz 0 1
C -0.48054 -1.06993 -2.19544
C -1.07904 -0.15789 -1.45255
C -0.49373 0.66688 -0.37346
C 0.92585 0.16667 2.13969
H 0.53493 -1.42987 -1.97476
H -1.04727 -1.70868 -2.86662
H -2.14284 -0.00625 -1.71702
H -1.05300 0.35131 0.50039
H -0.62718 1.75307 -0.52609
H 1.44196 1.82598 0.95682
H 1.05607 0.81279 3.05233
H 0.29487 -1.46849 1.40984
N 1.44120 0.82667 0.98725
N 0.34962 -0.92300 2.28370
O 0.87911 0.36073 -0.22408
*
```

=====

# 16
# C4H8N2O

A cluster of 2 separate species, C4H8N2O in total (the ωB97M-V functional and the def2-TZVPD basis, the OMol25 dataset).

Results
Lowest unoccupied orbital energy (alpha / beta) in eV: 0.9 / 0.9
HOMO (alpha / beta) in hartree: -0.272 / -0.272
Orbital gap (alpha / beta) in eV: 8.33 / 8.33

ORCA input file:
```
! RIJCOSX wB97M-V def2-TZVPD def2/J DEFGRID3
* xyz 0 1
N 2.19532 -1.16982 -1.88656
C 1.10066 -1.19598 -1.08245
O 0.92709 -2.00184 -0.18512
C 0.12167 1.35981 1.54029
N -0.72278 0.95027 0.65728
C -1.76656 -0.05050 0.50278
C -1.40572 0.99555 -0.49609
H 2.91945 -1.86125 -1.76385
H 2.28629 -0.48718 -2.62063
H 0.31498 0.73697 2.40391
H 0.64273 2.29713 1.38256
H -1.42425 -1.07453 0.34993
H -2.57531 0.07005 1.23203
H 0.36958 -0.40106 -1.32046
H -1.95831 1.86859 -0.82258
*
```